Entry 1:
23
Properties=species:S:1:pos:R:3 method="wB97M-V/def2-TZVPD" energy_ha=-404.61728 multiplicity=1 de_lowest_ev=3.749 molar_mass_da=121.2 e_lumo_ha=0.0251 largest_force_ev_per_a=11.0 orbital_gap_ev=9.88 homo_ev=-9.20
C 0.06 1.07 0.67
N -0.60 1.31 -0.65
C -0.35 0.15 -1.50
C 1.16 -0.20 -1.72
C 1.31 -1.68 -1.80
C 2.38 -2.44 -2.11
H 0.15 2.06 1.26
H 1.04 0.67 0.53
H -0.72 0.44 1.15
H -0.35 2.16 -1.11
H -0.73 0.27 -2.58
H -0.94 -0.62 -1.00
H 1.96 0.35 -1.13
H 1.56 0.31 -2.75
H 0.36 -2.20 -1.83
H 3.38 -2.25 -2.29
H 2.23 -3.56 -2.23
H -2.49 1.61 0.97
H -2.43 2.66 2.05
O -2.99 2.11 1.52
H -0.01 -1.43 3.18
H -0.94 -1.01 4.40
O -0.17 -0.87 4.06

Entry 2:
15
Properties=species:S:1:pos:R:3 method="wB97M-V/def2-TZVPD" energy_ha=-412.40334 multiplicity=1 de_lowest_ev=3.911 molar_mass_da=115.1 e_lumo_ha=-0.1312 total_charge=+1 largest_force_ev_per_a=5.3 orbital_gap_ev=9.18 homo_ev=-12.75
C 2.88 -0.49 0.14
C -1.89 -0.70 0.55
C -0.33 0.84 -0.35
N -2.50 0.55 0.05
N -1.57 1.31 -0.32
N 3.57 0.22 -0.52
N -0.47 -0.59 0.07
O 1.93 -0.73 0.77
H -1.84 -0.65 1.61
H -2.56 -1.47 0.07
H 0.46 1.30 -0.92
H -1.96 2.20 -0.72
H 4.55 0.30 -0.68
H 0.11 -0.91 0.87
H -0.36 -1.20 -0.62

Entry 3:
17
Properties=species:S:1:pos:R:3 method="wB97M-V/def2-TZVPD" energy_ha=-288.95405 multiplicity=1 de_lowest_ev=3.508 molar_mass_da=96.2 e_lumo_ha=-0.1222 total_charge=+1 largest_force_ev_per_a=5.6 orbital_gap_ev=10.27 homo_ev=-13.59
C 1.02 -1.52 -0.23
C -1.77 0.78 0.40
C 0.30 -1.03 0.93
C 0.92 0.00 -0.09
C -0.63 -0.13 0.19
C 1.68 1.19 -0.21
N -1.85 -0.23 -0.62
H 1.89 -2.12 -0.09
H 0.36 -1.79 -1.08
H -2.34 0.59 1.40
H -1.88 1.71 0.02
H 0.33 -1.22 2.01
H 1.65 1.72 -1.19
H 2.76 1.14 0.16
H 1.35 2.14 0.38
H -2.19 -1.20 -0.40
H -1.62 -0.03 -1.56

Entry 4:
19
Properties=species:S:1:pos:R:3 method="wB97M-V/def2-TZVPD" energy_ha=-348.13299 multiplicity=1 de_lowest_ev=1.954 molar_mass_da=104.1 e_lumo_ha=0.0294 largest_force_ev_per_a=0.3 orbital_gap_ev=10.38 homo_ev=-9.58
C -1.71 -0.41 -1.07
C -0.21 -0.35 -0.82
C 0.29 1.05 -0.47
O -0.58 1.56 0.53
C 1.66 0.71 0.09
C 1.29 -0.47 0.98
O 0.28 -1.17 0.25
H -2.03 -1.37 -1.49
H -2.30 -0.18 -0.18
H -1.94 0.36 -1.82
H 0.29 -0.67 -1.74
H -1.73 -2.14 1.83
H 0.31 1.71 -1.35
H -0.13 2.27 1.00
H 2.18 1.53 0.59
H 2.29 0.35 -0.74
H 0.88 -0.11 1.94
H 2.13 -1.14 1.20
H -1.10 -1.78 1.67

Entry 5:
24
Properties=species:S:1:pos:R:3 method="wB97M-V/def2-TZVPD" energy_ha=-819.99027 multiplicity=1 de_lowest_ev=2.407 molar_mass_da=169.3 e_lumo_ha=-0.1504 total_charge=+1 largest_force_ev_per_a=6.6 orbital_gap_ev=8.89 homo_ev=-12.98
C -1.25 2.31 -0.01
C 0.03 2.04 -0.18
C 2.74 0.79 0.05
C -2.18 1.22 -0.30
C -1.85 -0.22 0.25
C 0.48 0.71 -0.62
C -0.44 -0.47 -0.16
C -0.15 -2.80 0.39
N 1.83 0.20 -0.54
N 0.24 -1.56 0.08
S 4.11 -0.10 0.54
H -1.70 3.32 0.27
H 0.74 2.80 -0.12
H -3.12 1.43 0.10
H -2.22 1.09 -1.30
H 2.91 1.83 0.17
H -1.99 -0.02 1.43
H 0.23 0.82 -1.71
H -2.62 -0.99 -0.07
H -1.03 -2.89 1.06
H 0.70 -3.31 1.00
H -0.29 -3.49 -0.47
H 1.25 -1.49 -0.18
H 3.60 -1.23 0.33

Entry 6:
10
Properties=species:S:1:pos:R:3 method="wB97M-V/def2-TZVPD" energy_ha=-264.26801 multiplicity=1 de_lowest_ev=1.590 molar_mass_da=80.1 e_lumo_ha=-0.0253 largest_force_ev_per_a=3.6 orbital_gap_ev=9.34 homo_ev=-10.03
C 1.03 0.30 0.09
C -0.06 1.09 0.05
C 0.58 -1.11 -0.03
C -1.20 0.07 0.09
N -0.73 -1.20 -0.02
N -2.42 0.27 0.01
H 2.06 0.75 0.08
H -0.36 2.15 -0.05
H 1.09 -2.03 -0.17
H -3.02 -0.55 0.00

Copy entry 3 word for word.
17
Properties=species:S:1:pos:R:3 method="wB97M-V/def2-TZVPD" energy_ha=-288.95405 multiplicity=1 de_lowest_ev=3.508 molar_mass_da=96.2 e_lumo_ha=-0.1222 total_charge=+1 largest_force_ev_per_a=5.6 orbital_gap_ev=10.27 homo_ev=-13.59
C 1.02 -1.52 -0.23
C -1.77 0.78 0.40
C 0.30 -1.03 0.93
C 0.92 0.00 -0.09
C -0.63 -0.13 0.19
C 1.68 1.19 -0.21
N -1.85 -0.23 -0.62
H 1.89 -2.12 -0.09
H 0.36 -1.79 -1.08
H -2.34 0.59 1.40
H -1.88 1.71 0.02
H 0.33 -1.22 2.01
H 1.65 1.72 -1.19
H 2.76 1.14 0.16
H 1.35 2.14 0.38
H -2.19 -1.20 -0.40
H -1.62 -0.03 -1.56